Entry 1:
{
  "formula": "C53H57MoNO3P2Si",
  "method": "the ωB97M-V functional and the def2-TZVPD basis",
  "symbols": ["Mo", "P", "P", "Si", "O", "O", "O", "N", "C", "C", "C", "C", "C", "C", "C", "C", "C", "C", "C", "C", "C", "C", "C", "C", "C", "C", "C", "C", "C", "C", "C", "C", "C", "C", "C", "C", "C", "C", "C", "C", "C", "C", "C", "C", "C", "C", "C", "C", "C", "C", "C", "C", "C", "C", "C", "C", "C", "C", "C", "C", "C", "H", "H", "H", "H", "H", "H", "H", "H", "H", "H", "H", "H", "H", "H", "H", "H", "H", "H", "H", "H", "H", "H", "H", "H", "H", "H", "H", "H", "H", "H", "H", "H", "H", "H", "H", "H", "H", "H", "H", "H", "H", "H", "H", "H", "H", "H", "H", "H", "H", "H", "H", "H", "H", "H", "H", "H", "H"],
  "positions_angstrom": [[-0.3420, -0.0850, -0.4490], [1.3067, 1.8055, -1.0627], [1.0780, -2.2705, -0.1525], [1.0358, 2.0642, 4.0474], [0.5730, -0.4258, -2.4333], [1.3274, 0.1138, -4.4630], [-2.5330, -2.6403, 2.5517], [-1.7659, -1.1312, 1.0783], [0.7862, -3.6109, -2.6004], [0.0910, -3.7079, 0.4137], [-3.4386, 0.7737, 1.7993], [-2.4537, -1.3057, -2.7606], [0.2074, 0.7608, 1.4141], [0.9527, 6.1086, 0.5196], [-6.7272, 1.5546, -2.4592], [2.3248, 3.3867, 3.7591], [3.8076, 0.8719, -1.9502], [-2.4677, -0.3471, 2.1751], [1.0036, 0.4094, -3.3252], [3.1657, -2.6269, -3.6281], [1.1447, -3.8856, -3.9136], [3.7140, -3.0706, 0.5943], [5.6106, 0.2296, -0.4882], [2.4091, -1.8690, 2.2173], [4.6028, -2.6717, 2.7932], [-4.0601, 0.6672, -2.6075], [0.6545, -4.9737, 0.2471], [-0.0703, -6.1253, 0.4880], [-2.0621, 0.7810, -4.0439], [-5.1209, -0.2328, -2.6246], [2.3360, -3.4007, -4.4274], [-1.8064, 0.7653, -1.5047], [-3.2021, -1.4331, 2.9374], [1.6208, -2.8494, -1.7894], [1.1078, 1.8702, -2.8602], [-4.3395, 0.3740, 0.6426], [2.8058, -2.3453, -2.3227], [-5.6808, 2.4687, -2.4595], [-2.7673, 2.1270, 1.5998], [5.0850, 0.3571, -1.7651], [3.0358, 1.2617, -0.8555], [-1.3903, -6.0255, 0.9050], [1.2301, 3.5058, -0.4438], [-1.2069, -3.6127, 0.9178], [-4.3702, 2.0270, -2.5359], [1.7363, 0.7621, 5.2008], [2.2144, 5.5685, 0.3219], [-6.4391, 0.2031, -2.5476], [-1.8269, -2.3546, 1.4414], [4.8529, 0.6229, 0.6066], [0.5401, 1.2837, 2.4725], [-2.5931, 0.2190, -2.7047], [-0.0353, 4.0580, -0.2464], [-1.9412, -4.7808, 1.1452], [2.3548, 4.2716, -0.1549], [-0.1754, 5.3511, 0.2298], [4.7448, -3.1927, 1.5160], [-0.4893, 2.8326, 4.8164], [3.5754, 1.1284, 0.4248], [3.4306, -2.0158, 3.1431], [2.5394, -2.4039, 0.9359], [-3.7363, 0.1666, -0.2368], [-1.3971, -1.5589, -2.8619], [3.4256, 0.9432, -2.9611], [-1.9836, -6.9140, 1.0762], [-5.8860, 3.5312, -2.4041], [0.1507, 2.3617, -3.0525], [-0.2418, 3.3461, 5.7492], [-1.2414, 2.0715, 5.0411], [1.6748, -5.0495, -0.1053], [3.0982, 6.1533, 0.5441], [-7.7531, 1.8955, -2.3984], [-1.6597, 0.0631, 2.7786], [5.6630, 0.0522, -2.6291], [3.3440, 3.8575, -0.3043], [-2.0329, 2.0941, 0.8015], [3.8302, -3.4967, -0.3933], [5.2491, 0.5193, 1.6095], [3.4369, -1.6971, -1.7267], [-3.5144, 2.8870, 1.3573], [5.4022, -2.7768, 3.5164], [4.0808, -2.2138, -4.0326], [3.3105, -1.6118, 4.1397], [-2.2356, 2.4317, 2.5034], [-1.1650, 5.7630, 0.3830], [2.0093, 4.0693, 2.9681], [5.6553, -3.7067, 1.2344], [-2.8356, -1.7826, -1.8534], [-3.5711, 2.7587, -2.5380], [-2.7736, 0.5338, -4.8355], [1.7477, 1.1224, 6.2329], [-0.1605, -3.9792, -2.2273], [6.6042, -0.1764, -0.3442], [-4.0627, 0.8803, 2.6992], [-0.9412, 3.5600, 4.1380], [-7.2434, -0.5230, -2.5546], [2.4789, 3.9727, 4.6697], [2.7625, 0.5067, 4.9298], [0.8483, 7.1172, 0.8996], [2.9784, 1.4003, 1.2843], [1.5125, -1.3223, 2.4882], [1.1384, -0.1521, 5.1678], [-4.2489, -1.5189, 2.6445], [-0.9199, 3.4686, -0.4590], [-5.0380, 1.1724, 0.3856], [0.4801, -4.4714, -4.5360], [1.8865, 2.3965, -3.4086], [2.6100, -3.6064, -5.4542], [-2.9733, -1.7279, -3.6249], [-2.9463, -4.7122, 1.5327], [-1.9678, 1.8687, -4.0210], [-2.1391, 1.7839, -1.2831], [-1.1018, 0.3429, -4.3039], [0.3899, -7.0935, 0.3371], [-4.9265, -0.5224, 0.8541], [-4.9288, -1.2951, -2.6818], [-3.1312, -1.3312, 4.0175], [3.2886, 2.9579, 3.4725]],
  "atomic_forces_ev_per_a": [[0.0, 0.8, -0.3], [-0.1, -0.5, 0.0], [0.1, 0.0, 0.2], [-0.1, 0.0, 0.0], [-0.1, 0.1, -0.2], [0.1, 0.0, 0.1], [-0.1, 0.0, 0.1], [-0.1, 0.1, 0.0], [0.0, 0.0, 0.0], [0.0, 0.0, -0.1], [-0.1, 0.0, 0.1], [0.0, -0.1, 0.0], [-0.1, 0.0, -0.1], [0.0, 0.0, 0.0], [0.0, 0.0, 0.0], [0.0, 0.0, 0.0], [0.0, 0.1, 0.0], [0.2, -0.1, -0.1], [-0.1, -0.1, 0.1], [0.0, 0.0, 0.0], [0.0, 0.0, 0.1], [0.0, 0.0, 0.0], [0.0, 0.0, -0.1], [0.0, 0.0, 0.0], [0.0, 0.0, 0.0], [0.0, 0.0, 0.0], [-0.1, 0.0, -0.1], [0.0, 0.0, 0.0], [0.0, 0.1, 0.0], [0.0, 0.0, 0.0], [0.0, 0.0, 0.0], [0.2, 0.1, 0.2], [0.1, -0.1, 0.0], [0.1, 0.0, 0.0], [0.0, 0.0, 0.0], [0.0, 0.0, -0.1], [0.0, 0.0, 0.0], [0.0, 0.0, 0.0], [0.0, 0.0, 0.0], [0.0, 0.0, 0.0], [0.1, 0.0, -0.1], [0.0, 0.0, 0.0], [-0.1, 0.1, 0.1], [-0.1, 0.3, 0.1], [0.0, 0.0, 0.0], [0.0, 0.0, 0.1], [0.0, 0.0, 0.0], [0.0, 0.0, 0.0], [0.2, -0.5, -0.2], [-0.1, 0.0, 0.0], [0.2, 0.0, -0.1], [0.1, -0.1, 0.1], [0.0, 0.0, 0.0], [0.0, -0.2, 0.0], [0.0, 0.0, -0.1], [0.0, 0.0, 0.0], [0.0, 0.0, 0.0], [0.0, 0.0, 0.0], [0.0, 0.0, 0.1], [0.0, 0.0, 0.0], [0.0, -0.1, 0.0], [0.0, 0.0, 0.1], [0.0, 0.0, 0.0], [0.0, 0.0, 0.0], [0.0, 0.0, 0.0], [0.0, 0.0, 0.0], [0.0, 0.0, 0.0], [0.0, 0.0, 0.0], [0.0, 0.0, 0.0], [0.0, 0.0, 0.0], [0.0, 0.0, 0.0], [0.0, 0.0, 0.0], [0.0, 0.1, 0.0], [0.0, 0.0, 0.0], [0.0, 0.0, 0.0], [0.0, 0.0, 0.0], [0.0, 0.0, 0.0], [0.0, 0.0, 0.0], [0.0, -0.1, 0.0], [0.0, 0.0, 0.0], [0.0, 0.0, 0.0], [0.0, 0.0, 0.0], [0.0, 0.0, 0.0], [0.0, 0.0, 0.0], [0.0, 0.0, 0.0], [0.0, 0.0, 0.0], [0.0, 0.0, 0.0], [0.0, 0.0, 0.0], [0.0, 0.0, 0.0], [0.0, 0.0, 0.0], [0.0, 0.0, 0.0], [0.0, 0.0, 0.0], [0.0, 0.0, 0.0], [0.0, 0.0, 0.0], [0.0, 0.0, 0.0], [0.0, 0.0, 0.0], [0.0, 0.0, 0.0], [0.0, 0.0, 0.0], [0.0, 0.0, 0.0], [-0.1, 0.0, 0.1], [0.0, 0.0, 0.0], [0.0, 0.0, 0.0], [0.0, 0.0, 0.0], [0.0, 0.0, 0.0], [0.0, 0.0, 0.0], [0.0, 0.0, 0.0], [0.0, 0.0, 0.0], [0.0, 0.0, 0.0], [0.0, 0.0, 0.0], [0.0, 0.0, 0.0], [0.0, 0.0, 0.0], [-0.1, 0.0, 0.1], [0.0, 0.0, 0.0], [0.0, 0.0, 0.0], [0.0, 0.0, 0.0], [0.0, 0.0, 0.0], [0.0, 0.0, 0.0], [0.0, 0.0, 0.0]],
  "lowdin_charge": [1.096, 1.025, 1.080, 0.409, -0.279, 0.045, 0.008, 0.063, -0.094, -0.279, -0.358, -0.074, -0.303, -0.087, -0.101, -0.174, -0.085, -0.254, -0.732, -0.064, -0.066, -0.091, -0.081, -0.092, -0.085, -0.210, -0.081, -0.056, -0.021, -0.044, -0.072, -0.176, -0.084, -0.373, -0.223, -0.048, -0.115, -0.084, -0.062, -0.086, -0.327, -0.058, -0.331, -0.119, -0.053, -0.186, -0.088, -0.083, -0.309, -0.076, -0.216, -0.535, -0.091, -0.015, -0.080, -0.074, -0.078, -0.189, -0.094, -0.077, -0.337, 0.043, 0.056, 0.100, 0.108, 0.101, 0.085, 0.030, 0.028, 0.111, 0.105, 0.098, 0.110, 0.108, 0.104, 0.017, 0.096, 0.105, 0.085, 0.088, 0.103, 0.107, 0.088, 0.061, 0.105, 0.017, 0.105, 0.076, 0.108, 0.098, 0.031, 0.107, 0.104, 0.140, 0.024, 0.101, 0.033, 0.016, 0.103, 0.081, 0.077, 0.030, 0.124, 0.078, 0.089, 0.105, 0.099, 0.105, 0.090, 0.119, 0.082, 0.020, 0.065, 0.110, 0.082, 0.101, 0.136, 0.027],
  "max_force_ev_per_a": 0.83,
  "gap_ha": [0.251, 0.273],
  "spin_multiplicity": 3,
  "homo_ev": [-6.61, -7.35],
  "e_above_lowest_kj_mol": 32.4
}

***

Entry 2:
{
  "formula": "C53H58N3O2",
  "method": "the ωB97M-V functional and the def2-TZVPD basis",
  "symbols": ["O", "O", "N", "N", "N", "C", "C", "C", "C", "C", "C", "C", "C", "C", "C", "C", "C", "C", "C", "C", "C", "C", "C", "C", "C", "C", "C", "C", "C", "C", "C", "C", "C", "C", "C", "C", "C", "C", "C", "C", "C", "C", "C", "C", "C", "C", "C", "C", "C", "C", "C", "C", "C", "C", "C", "C", "C", "C", "H", "H", "H", "H", "H", "H", "H", "H", "H", "H", "H", "H", "H", "H", "H", "H", "H", "H", "H", "H", "H", "H", "H", "H", "H", "H", "H", "H", "H", "H", "H", "H", "H", "H", "H", "H", "H", "H", "H", "H", "H", "H", "H", "H", "H", "H", "H", "H", "H", "H", "H", "H", "H", "H", "H", "H", "H", "H"],
  "positions_angstrom": [[4.7242, 3.7455, 9.9940], [-2.8478, -1.8731, 7.6908], [1.9359, 0.5958, -0.0354], [2.6137, 0.4282, 1.1311], [0.6579, 0.8257, 0.3297], [2.5981, 1.6556, 7.0939], [-2.6478, -0.1001, -1.0488], [2.0622, 0.3689, 3.6034], [4.2728, 3.3380, 7.7059], [-2.8769, 0.5103, 3.2690], [-1.5374, 0.2365, 3.0064], [0.6836, -0.8733, 7.1840], [4.6966, 1.9194, -0.1633], [1.7589, 0.5446, 2.2518], [-0.8058, 0.7281, 6.1343], [3.9245, -0.1714, 1.0856], [0.9595, 2.5863, -3.2894], [0.0348, 4.2422, -1.6450], [1.6263, 1.2200, 6.1562], [6.4710, -1.2760, 0.9536], [-2.9028, 1.0244, -1.8339], [-1.3243, 2.4344, 1.9786], [-1.8988, -0.0034, 6.5545], [-3.4378, 1.7334, 2.8965], [-0.4498, 0.7588, -0.5960], [4.9665, 0.5634, 0.4901], [-2.1080, -2.0591, 10.0315], [6.2344, -0.0048, 0.4324], [0.5190, 0.3570, 6.5007], [2.9553, -3.6861, 1.0048], [-4.2261, -2.9774, 9.2380], [-0.6338, 1.8050, -1.5063], [4.2333, 1.7321, -1.6040], [4.1869, 2.9198, 9.0625], [4.1250, -1.4986, 1.5083], [3.0519, -2.8324, 3.3631], [-2.9995, -2.3461, 8.9893], [3.4779, 1.7357, 9.3835], [2.6746, 1.1482, 8.4283], [2.9773, -2.4391, 1.8924], [5.8899, 2.8763, -0.0852], [-2.2453, -2.2854, 0.8736], [3.4923, 2.7289, 6.7554], [-1.0343, -1.5804, 0.2669], [0.5265, 0.8314, 1.7085], [-4.6164, -3.2019, 10.5565], [-0.4127, -1.6370, 7.5652], [5.4258, -2.0104, 1.4971], [-0.2036, -2.5081, -0.6170], [4.3180, 3.6034, 11.3712], [-2.6438, 2.7134, 2.2967], [-1.8890, 1.9393, -2.1006], [-1.3979, -0.2800, -0.4591], [0.4771, 2.7975, -1.8528], [-3.7718, -2.8520, 11.6171], [-2.5096, -2.3216, 11.3480], [-0.7686, 1.1628, 2.2695], [-1.7069, -1.1668, 7.3108], [-0.9459, 1.6308, 5.5327], [1.2355, 1.5388, -3.4529], [0.1654, 2.8460, -4.0028], [-2.0632, 2.7851, -2.7651], [2.2070, -3.4814, 3.6245], [-2.8002, -1.5981, 1.5224], [2.0639, 0.2970, 8.7229], [1.5544, 1.8034, 5.2364], [0.6983, -1.9915, -0.9696], [1.2470, -0.0109, 4.2054], [7.4717, -1.7064, 0.9109], [3.0625, 0.5539, 3.9642], [7.0519, 0.5455, -0.0372], [5.5820, 3.8776, -0.4081], [1.3119, 2.5725, -1.1775], [-3.8925, 1.1702, -2.2604], [3.8706, 2.3780, 0.3965], [-3.4838, -0.2393, 3.7788], [-4.0899, -3.0176, 12.6511], [3.9876, -3.3671, 3.5706], [-0.6905, 3.1802, 1.4939], [3.5164, 3.0793, 5.7237], [3.0038, -1.9374, 3.9900], [5.5877, -3.0209, 1.8753], [-0.3907, -1.2907, 1.1074], [-1.1333, -1.6088, 9.8368], [-3.4328, -0.8426, -0.8985], [1.6858, -1.2305, 7.4175], [4.7587, 2.7055, 11.8171], [4.0445, 2.6972, -2.0892], [2.8569, -3.4044, -0.0502], [-0.2756, -2.5836, 8.0927], [-3.0576, 3.6942, 2.0634], [-4.4940, 1.9237, 3.0891], [-4.8649, -3.2355, 8.3967], [4.9940, 1.1965, -2.1877], [6.2558, 2.9545, 0.9443], [-2.9181, -2.6693, 0.0965], [2.1077, -4.3328, 1.2627], [-1.0690, -0.6972, 3.3310], [0.1064, -3.4010, -0.0580], [-0.7805, -2.8240, -1.4971], [3.8823, -4.2614, 1.1227], [3.2252, 3.5653, 11.4686], [0.8672, 4.9233, -1.8510], [-0.2956, 4.4079, -0.6139], [4.9358, 4.1738, 7.4835], [3.3086, 1.1454, -1.6149], [-1.8122, -2.0941, 12.1549], [1.8368, 3.2114, -3.4946], [-5.5878, -3.6512, 10.7567], [2.0371, -1.8992, 1.7316], [4.7136, 4.4965, 11.8501], [-2.9183, 0.3013, 6.3167], [-0.7973, 4.4938, -2.3159], [3.5267, 1.3199, 10.3953], [-1.9119, -3.1288, 1.4903], [6.7120, 2.5451, -0.7318]],
  "atomic_forces_ev_per_a": [[-0.5, -0.9, -0.9], [1.2, 0.5, -0.5], [-1.6, -0.4, 0.9], [-1.8, -0.1, 0.0], [2.6, -1.2, 0.9], [0.5, -0.4, -0.2], [0.2, 0.1, -0.2], [0.1, 0.2, -0.7], [0.1, 0.0, 0.4], [0.0, 0.1, 0.2], [0.5, 0.5, -0.5], [-0.2, 0.3, 0.0], [0.0, 0.1, 0.5], [1.3, -0.1, 0.4], [0.7, 0.2, -0.1], [0.6, 0.0, -0.4], [0.0, -0.2, -0.1], [0.0, 0.1, 0.1], [-0.5, 1.6, 1.2], [0.0, 0.1, 0.1], [0.1, 0.1, 0.0], [0.3, -0.7, 0.1], [-0.2, -0.2, 0.3], [0.1, -0.1, 0.1], [-0.4, 0.4, -0.6], [-0.1, 0.3, 0.0], [-0.4, -0.1, 0.0], [0.1, -0.2, 0.0], [-0.5, -0.9, -0.2], [0.1, 0.1, -0.3], [0.4, 0.2, 0.2], [0.1, 0.3, 0.1], [-0.1, -0.2, -0.3], [-0.2, 0.4, 0.4], [-0.5, -0.1, 0.1], [0.0, 0.0, 0.2], [-0.2, 0.4, 0.6], [-0.1, 0.2, 0.1], [0.2, 0.1, 0.0], [0.0, 0.4, 0.0], [-0.1, 0.0, 0.1], [0.0, 0.0, 0.0], [-0.1, -0.2, 0.1], [-0.1, 0.5, 0.5], [-0.7, 0.2, -2.1], [0.3, 0.0, -0.1], [0.1, 0.0, 0.1], [-0.2, 0.2, -0.2], [0.0, 0.0, -0.3], [0.2, -0.2, -0.1], [-0.1, 0.0, 0.0], [-0.1, -0.3, -0.1], [0.3, -0.2, 0.3], [-0.1, -0.3, 0.4], [0.1, -0.1, 0.0], [-0.1, -0.1, -0.3], [-1.3, 0.5, 0.7], [-0.5, -0.6, 0.1], [0.0, -0.3, 0.2], [0.0, 0.2, 0.0], [0.2, 0.0, 0.1], [0.0, -0.3, 0.1], [0.2, 0.0, 0.0], [0.0, -0.2, -0.2], [0.2, 0.4, -0.1], [-0.2, -0.1, 0.4], [-0.1, -0.1, 0.0], [0.4, 0.0, -0.1], [-0.2, 0.1, 0.0], [0.1, -0.7, 0.1], [-0.3, -0.2, 0.2], [0.1, -0.2, 0.0], [-0.1, 0.2, -0.2], [0.2, 0.0, 0.0], [0.1, 0.0, -0.1], [0.1, 0.2, -0.1], [0.1, 0.1, -0.4], [-0.2, 0.0, 0.0], [-0.3, -0.2, 0.0], [0.0, -0.1, 0.2], [0.1, -0.2, 0.0], [0.0, 0.3, -0.2], [-0.1, -0.1, -0.1], [-0.5, -0.1, 0.2], [0.3, 0.2, -0.1], [-0.2, 0.0, -0.2], [0.0, 0.2, -0.1], [0.1, -0.1, 0.1], [0.1, -0.1, 0.1], [0.0, 0.3, -0.3], [0.0, -0.3, 0.0], [0.3, 0.0, 0.0], [0.1, 0.1, 0.2], [-0.1, 0.1, 0.1], [0.0, 0.0, -0.2], [0.1, 0.0, 0.2], [0.2, 0.1, 0.0], [-0.3, 0.2, -0.2], [-0.1, 0.2, -0.1], [0.1, 0.0, 0.2], [-0.2, 0.0, -0.1], [0.3, 0.1, -0.2], [-0.2, -0.1, 0.0], [0.0, 0.0, -0.1], [-0.3, -0.2, 0.0], [0.4, 0.2, -0.3], [-0.3, 0.0, -0.2], [-0.2, -0.1, 0.0], [0.2, 0.1, 0.0], [0.1, -0.1, 0.0], [-0.1, -0.2, 0.1], [0.3, 0.0, 0.1], [0.2, 0.0, 0.2], [-0.2, 0.3, -0.4], [-0.1, 0.1, -0.2], [-0.1, 0.1, 0.1]],
  "lowdin_charge": [-0.051, 0.028, 0.187, 0.021, 0.033, -0.179, -0.011, -0.016, 0.026, -0.096, -0.056, -0.014, -0.379, -0.220, -0.002, -0.079, -0.058, -0.059, 0.060, -0.049, -0.042, -0.010, 0.020, -0.066, -0.083, -0.124, -0.025, -0.025, -0.218, -0.065, -0.005, -0.126, -0.070, -0.224, -0.111, -0.065, -0.235, 0.013, 0.021, -0.372, -0.075, -0.065, 0.016, -0.369, -0.134, -0.072, -0.003, -0.030, -0.047, -0.035, -0.064, -0.020, -0.109, -0.381, -0.089, -0.077, -0.159, -0.212, 0.131, 0.087, 0.085, 0.116, 0.084, 0.064, 0.108, 0.099, 0.076, 0.034, 0.112, 0.062, 0.113, 0.082, 0.104, 0.111, 0.126, 0.112, 0.108, 0.082, 0.115, 0.130, 0.051, 0.116, 0.102, 0.098, 0.113, 0.125, 0.098, 0.080, 0.083, 0.134, 0.111, 0.110, 0.121, 0.094, 0.086, 0.083, 0.079, 0.130, 0.075, 0.093, 0.078, 0.105, 0.086, 0.071, 0.133, 0.046, 0.107, 0.079, 0.110, 0.112, 0.100, 0.130, 0.079, 0.123, 0.088, 0.077],
  "max_force_ev_per_a": 2.99,
  "gap_ha": 0.147,
  "total_charge": 1,
  "homo_ev": -8.58,
  "e_above_lowest_kj_mol": 24.1
}

***

Going through the records in order, we get calculated total energy values of -91829.772; -64458.230 eV.